ORCA calculation (ωB97M-V/def2-TZVPD) on 4 unconnected molecules or ions with the total composition C27H60BrN3.

The calculation puts the calculated total energy at -103471.8264 eV. As for the total charge: +2. The value obtained for the highest occupied orbital energy is -12.321 eV. The calculation puts the relative energy (zero: lowest compared OMol25 entry of this formula, charge and spin) at 0.636 eV. As for the spin multiplicity: 1.

Atoms and positions in Å:
C (-4.162, -8.114, 2.084)
C (-4.955, -6.868, 1.624)
C (-3.958, -5.740, 1.409)
C (-4.681, -4.522, 0.806)
N (-3.959, -3.210, 0.877)
C (-4.755, -2.201, 0.072)
C (-4.560, -0.860, 0.818)
C (-3.798, -1.167, 2.115)
C (-3.832, -2.668, 2.280)
C (-2.589, -3.312, 0.288)
H (-4.885, -8.910, 2.287)
H (-3.594, -8.007, 3.003)
H (-3.589, -8.460, 1.224)
H (-5.644, -6.620, 2.434)
H (-5.522, -7.135, 0.734)
H (-3.161, -6.094, 0.751)
H (-3.476, -5.445, 2.345)
H (-5.633, -4.396, 1.321)
H (-4.906, -4.799, -0.225)
H (-4.445, -2.252, -0.965)
H (-5.803, -2.445, 0.217)
H (-4.121, -0.041, 0.256)
H (-5.538, -0.530, 1.168)
H (-2.774, -0.805, 2.048)
H (-4.277, -0.617, 2.920)
H (-3.017, -3.189, 2.778)
H (-4.706, -3.026, 2.833)
H (-2.654, -3.698, -0.725)
H (-1.977, -3.916, 0.952)
H (-2.159, -2.306, 0.267)
C (-2.554, -2.585, -3.696)
C (-2.071, -1.168, -3.373)
C (-0.542, -1.019, -3.427)
C (0.136, -1.976, -2.501)
N (1.624, -1.761, -2.295)
C (2.083, -2.241, -0.900)
C (3.102, -1.221, -0.345)
C (3.318, -0.291, -1.530)
C (1.964, -0.302, -2.230)
C (2.404, -2.529, -3.330)
H (-3.625, -2.594, -3.891)
H (-2.322, -3.298, -2.903)
H (-2.053, -2.920, -4.607)
H (-2.467, -0.771, -2.431)
H (-2.546, -0.463, -4.060)
H (-0.352, 0.031, -3.196)
H (-0.223, -1.201, -4.457)
H (0.046, -2.976, -2.931)
H (-0.299, -2.035, -1.503)
H (2.583, -3.197, -1.025)
H (1.202, -2.275, -0.264)
H (4.000, -1.768, -0.059)
H (2.756, -0.673, 0.528)
H (4.151, -0.583, -2.171)
H (3.589, 0.726, -1.238)
H (2.109, 0.070, -3.246)
H (1.188, 0.233, -1.689)
H (2.131, -3.575, -3.240)
H (3.450, -2.424, -3.054)
H (2.210, -2.070, -4.294)
C (4.910, 9.141, -0.170)
C (3.689, 8.211, -0.257)
C (3.713, 7.215, 0.889)
C (2.646, 6.150, 0.720)
N (2.795, 4.979, 1.655)
C (4.114, 4.230, 1.454)
C (3.830, 2.714, 1.346)
C (2.326, 2.565, 1.526)
C (1.722, 3.904, 1.298)
C (2.548, 5.343, 3.091)
H (4.843, 9.747, 0.737)
H (5.047, 9.891, -0.948)
H (5.817, 8.535, -0.132)
H (3.663, 7.638, -1.186)
H (2.831, 8.880, -0.180)
H (3.594, 7.751, 1.838)
H (4.696, 6.762, 1.064)
H (2.462, 5.796, -0.291)
H (1.701, 6.578, 1.069)
H (4.677, 4.511, 2.341)
H (4.584, 4.587, 0.544)
H (4.380, 2.083, 2.036)
H (4.064, 2.435, 0.318)
H (2.142, 2.179, 2.529)
H (1.948, 1.837, 0.807)
H (0.756, 4.121, 1.751)
H (1.522, 4.112, 0.244)
H (2.199, 4.413, 3.526)
H (1.747, 6.081, 3.179)
H (3.372, 5.861, 3.575)
Br (-0.199, -0.041, 0.990)

=====

ORCA calculation (ωB97M-V/def2-TZVPD) on a molecular structure, C27H60ClF9Mg2O21S3.

The calculation puts the calculated total energy at -152344.5105 eV. As for the total charge: 0. The value obtained for the highest occupied orbital energy is -7.939 eV. As for the spin multiplicity: 1.

Atoms and positions in Å:
Mg (2.324, -1.062, -3.208)
Mg (-0.526, 1.849, -2.931)
Cl (1.668, 1.375, -3.530)
C (-0.989, -1.646, -0.246)
F (-1.888, -1.022, 0.514)
F (-0.445, -2.702, 0.294)
F (-1.648, -1.989, -1.368)
S (0.331, -0.334, -0.635)
O (1.294, -1.011, -1.519)
O (-0.323, 0.696, -1.457)
O (0.973, 0.157, 0.578)
C (2.383, -3.559, 0.977)
F (2.883, -3.770, 2.220)
F (1.242, -4.258, 0.853)
F (2.097, -2.284, 0.794)
S (3.608, -4.135, -0.353)
O (4.920, -3.723, 0.175)
O (3.403, -5.581, -0.574)
O (3.322, -3.397, -1.580)
C (-0.643, -1.053, -6.433)
F (-0.099, 0.079, -6.914)
F (-1.898, -1.115, -6.859)
F (0.047, -2.060, -6.949)
S (-0.745, -1.087, -4.532)
O (-1.094, 0.260, -4.044)
O (-1.757, -2.077, -4.219)
O (0.599, -1.454, -4.055)
C (-6.557, -0.860, 1.642)
O (-5.382, -1.384, 2.221)
C (-5.165, -2.788, 2.093)
C (-3.847, -3.186, 2.695)
O (-3.856, -3.244, 4.115)
C (-4.269, -2.118, 4.790)
H (-6.585, 0.219, 1.496)
H (-7.394, -1.073, 2.316)
H (-6.793, -1.371, 0.705)
H (-5.160, -3.074, 1.036)
H (-5.999, -3.325, 2.554)
H (-3.093, -2.410, 2.514)
H (-3.448, -4.104, 2.269)
H (-4.062, -2.081, 5.861)
H (-5.312, -1.863, 4.601)
H (-3.635, -1.268, 4.498)
C (3.196, -1.398, -6.050)
O (3.494, -0.976, -4.708)
C (4.798, -0.386, -4.617)
C (4.984, 0.024, -3.142)
O (3.974, -0.349, -2.218)
C (4.084, 0.290, -0.930)
H (3.889, -2.197, -6.315)
H (3.305, -0.560, -6.739)
H (2.161, -1.728, -6.062)
H (5.066, 0.426, -5.293)
H (5.485, -1.197, -4.872)
H (5.081, 1.111, -3.123)
H (5.890, -0.451, -2.761)
H (3.764, 1.319, -1.094)
H (5.010, 0.114, -0.384)
H (3.344, -0.142, -0.257)
C (-0.348, -3.315, 3.415)
O (-0.699, -1.952, 3.545)
C (-0.513, -1.344, 4.792)
C (-0.958, 0.134, 4.610)
O (0.015, 0.760, 3.788)
C (-0.563, 1.630, 2.853)
H (-0.707, -3.940, 4.240)
H (0.727, -3.285, 3.616)
H (-0.724, -3.735, 2.488)
H (0.522, -1.357, 5.143)
H (-1.170, -1.699, 5.593)
H (-0.963, 0.759, 5.511)
H (-1.993, 0.231, 4.273)
H (-1.095, 2.436, 3.371)
H (-1.215, 1.086, 2.165)
H (0.252, 2.040, 2.257)
C (1.028, 4.301, -1.853)
O (-0.059, 3.400, -1.638)
C (-0.578, 3.660, -0.328)
C (-1.710, 4.733, -0.296)
O (-2.874, 4.242, -0.972)
C (-3.854, 5.231, -1.245)
H (0.858, 5.362, -1.667)
H (1.265, 4.190, -2.912)
H (1.964, 4.064, -1.344)
H (0.181, 3.813, 0.443)
H (-0.908, 2.684, 0.036)
H (-1.499, 5.672, -0.813)
H (-1.968, 4.955, 0.742)
H (-4.169, 5.753, -0.338)
H (-4.753, 4.790, -1.675)
H (-3.509, 5.997, -1.946)
C (4.517, -1.095, 8.054)
O (4.306, -0.755, 6.697)
C (3.421, -1.623, 6.016)
C (3.140, -1.142, 4.605)
O (4.317, -1.042, 3.822)
C (4.080, -1.045, 2.423)
H (3.899, -0.479, 8.711)
H (5.568, -0.917, 8.281)
H (4.302, -2.158, 8.175)
H (2.513, -1.511, 6.621)
H (3.720, -2.675, 6.023)
H (2.798, -0.107, 4.720)
H (2.264, -1.667, 4.219)
H (4.043, -2.081, 2.074)
H (4.956, -0.593, 1.959)
H (3.116, -0.618, 2.136)
C (-3.325, 1.217, -1.792)
O (-2.500, 2.048, -2.615)
C (-3.263, 2.437, -3.742)
C (-2.427, 3.318, -4.652)
O (-1.022, 3.131, -4.478)
C (-0.309, 3.911, -5.468)
H (-2.698, 0.936, -0.948)
H (-3.566, 0.240, -2.218)
H (-4.263, 1.638, -1.431)
H (-4.211, 2.913, -3.478)
H (-3.694, 1.607, -4.314)
H (-2.597, 4.344, -4.312)
H (-2.645, 3.191, -5.713)
H (-0.327, 3.272, -6.351)
H (0.712, 4.071, -5.129)
H (-0.808, 4.872, -5.588)

=====

ORCA calculation (ωB97M-V/def2-TZVPD) on a molecular structure, C27H60KN2O16.

The calculation puts the calculated total energy at -81033.9554 eV. As for the total charge: -1. The value obtained for the highest occupied orbital energy is -3.092 eV. As for the spin multiplicity: 1.

Atoms and positions in Å:
K (0.266, 0.286, -0.509)
C (-3.847, 2.855, -1.050)
C (-2.729, 2.223, -1.759)
C (-3.113, 1.450, -3.128)
O (-2.249, 0.765, -3.748)
C (-4.456, 1.680, -3.701)
C (-5.382, 2.461, -3.029)
C (-5.066, 2.932, -1.618)
O (-5.960, 3.546, -0.913)
O (-6.493, 2.692, -3.659)
O (-1.535, 2.215, -1.475)
H (-3.639, 3.332, -0.104)
H (-4.644, 1.286, -4.689)
C (0.002, -8.089, -1.224)
C (0.448, -6.670, -0.900)
O (0.636, -5.820, -1.975)
C (1.207, -4.671, -1.871)
O (1.771, -4.274, -0.886)
O (1.177, -4.093, -3.061)
C (1.937, -2.951, -3.287)
H (0.744, -8.563, -1.866)
H (-0.948, -8.109, -1.758)
H (-0.100, -8.745, -0.359)
H (1.385, -6.758, -0.351)
H (-0.175, -6.115, -0.198)
H (1.289, -2.422, -3.986)
H (2.877, -3.227, -3.765)
H (2.097, -2.419, -2.349)
C (-0.665, 5.081, 0.911)
O (0.000, 4.095, 1.741)
C (0.875, 4.670, 2.748)
C (1.637, 3.529, 3.445)
N (0.690, 2.819, 4.278)
C (1.065, 1.424, 4.585)
C (0.010, 0.810, 5.606)
O (-1.190, 0.523, 4.871)
C (-2.277, 0.215, 5.677)
H (0.087, 5.816, 0.625)
H (-1.459, 5.521, 1.514)
H (-1.080, 4.548, 0.055)
H (0.159, 5.247, 3.333)
H (1.623, 5.296, 2.260)
H (2.380, 3.951, 4.121)
H (2.081, 2.810, 2.756)
H (-0.231, 2.839, 3.864)
H (2.045, 1.419, 5.062)
H (1.123, 0.889, 3.637)
H (-0.120, 1.475, 6.460)
H (0.395, -0.170, 5.889)
H (-2.256, 0.789, 6.604)
H (-2.278, -0.827, 5.996)
H (-3.182, 0.500, 5.142)
C (-0.011, -4.902, 3.060)
O (-0.784, -3.769, 2.609)
C (-0.317, -3.047, 1.434)
C (1.066, -2.426, 1.691)
N (1.708, -1.926, 0.443)
C (2.880, -1.169, 0.705)
C (3.718, -0.781, -0.520)
O (2.996, 0.101, -1.337)
C (3.718, 0.279, -2.539)
H (0.198, -5.642, 2.287)
H (-0.512, -5.361, 3.912)
H (0.966, -4.602, 3.439)
H (-1.088, -2.324, 1.167)
H (-0.320, -3.662, 0.534)
H (1.681, -3.155, 2.220)
H (1.047, -1.633, 2.438)
H (1.909, -2.785, -0.047)
H (3.564, -1.881, 1.168)
H (2.851, -0.278, 1.333)
H (3.957, -1.661, -1.117)
H (4.641, -0.251, -0.287)
H (3.827, -0.701, -3.004)
H (4.716, 0.700, -2.417)
H (3.120, 0.892, -3.213)
C (-0.406, 4.245, -3.633)
O (-0.337, 4.444, -2.281)
H (-1.353, 3.855, -4.008)
H (-0.225, 5.223, -4.078)
H (0.327, 3.508, -3.962)
H (-0.572, 3.651, -1.793)
C (2.353, 3.742, -0.637)
O (1.277, 2.944, -0.239)
H (2.567, 3.532, -1.685)
H (2.091, 4.800, -0.632)
H (3.211, 3.696, 0.034)
H (0.751, 3.420, 0.407)
C (0.887, 0.291, -4.824)
O (0.303, 0.074, -3.561)
H (1.034, 1.366, -4.922)
H (1.890, -0.131, -4.878)
H (0.257, -0.055, -5.644)
H (-0.586, 0.420, -3.664)
C (-2.060, 0.985, 1.687)
O (-0.789, 0.517, 2.081)
H (-1.994, 2.044, 1.438)
H (-2.487, 0.431, 0.851)
H (-2.751, 0.865, 2.522)
H (-0.850, 0.366, 3.027)
C (-2.469, -2.156, -1.377)
O (-1.067, -2.033, -1.692)
H (-2.658, -2.465, -0.349)
H (-2.848, -1.160, -1.608)
H (-3.066, -2.862, -1.956)
H (-0.890, -1.632, -2.546)

=====

ORCA calculation (ωB97M-V/def2-TZVPD) on 3 unconnected molecules or ions with the total composition C27H61BrN8O6P2.

As for the structure (SMILES): CC(=O)OCCCCCC[C@@]1(N(C)C(C)=O)C[C@@H](Br)C(=O)N1.CN(C)P(=O)(N(C)C)N(C)C.CN(C)P(=O)(N(C)C)N(C)C. The calculation puts the calculated total energy at -141814.3535 eV. As for the total charge: 0. The value obtained for the highest occupied orbital energy is -8.502 eV. The calculation puts the relative energy (zero: lowest compared OMol25 entry of this formula, charge and spin) at 0.000 eV. As for the spin multiplicity: 1.

Atoms and positions in Å:
C (-0.164, 5.047, 0.039)
C (-0.142, 4.995, -1.466)
O (-0.738, 4.155, -2.085)
O (0.548, 5.964, -2.127)
C (1.927, 6.133, -1.753)
C (2.856, 5.795, -2.913)
C (2.583, 4.415, -3.559)
C (3.829, 3.527, -3.694)
C (3.943, 2.485, -2.574)
C (4.162, 3.207, -1.244)
C (4.412, 2.358, 0.005)
N (3.443, 1.332, 0.398)
C (3.537, 0.090, -0.374)
C (2.086, 1.817, 0.522)
C (1.114, 1.733, -0.633)
O (1.719, 2.258, 1.582)
C (5.865, 1.888, 0.200)
C (6.662, 3.133, 0.537)
Br (7.631, 3.875, -0.970)
C (5.572, 4.071, 1.101)
O (5.768, 5.198, 1.442)
N (4.325, 3.394, 1.100)
H (0.710, 4.545, 0.457)
H (-0.181, 6.067, 0.421)
H (-1.043, 4.527, 0.407)
H (2.057, 7.183, -1.488)
H (2.175, 5.569, -0.853)
H (2.736, 6.596, -3.640)
H (3.860, 5.821, -2.484)
H (2.150, 4.607, -4.539)
H (1.798, 3.915, -2.986)
H (3.834, 3.017, -4.658)
H (4.718, 4.164, -3.679)
H (3.046, 1.872, -2.580)
H (4.830, 1.887, -2.802)
H (4.996, 3.890, -1.403)
H (3.299, 3.843, -1.040)
H (4.558, -0.258, -0.500)
H (3.074, 0.120, -1.362)
H (3.010, -0.685, 0.184)
H (0.135, 2.027, -0.267)
H (1.384, 2.421, -1.432)
H (1.053, 0.717, -1.018)
H (6.278, 1.158, -0.493)
H (5.790, 1.313, 1.132)
H (7.395, 2.933, 1.311)
H (4.169, 2.930, 1.993)
O (1.486, -4.790, 0.377)
P (1.010, -4.652, 1.772)
N (-0.555, -4.039, 1.664)
C (-1.247, -3.341, 2.728)
C (-1.477, -4.906, 0.938)
N (2.060, -3.408, 2.387)
C (1.628, -2.019, 2.329)
C (3.411, -3.539, 1.852)
N (0.898, -5.552, 3.243)
C (1.446, -5.021, 4.484)
C (1.298, -6.961, 3.074)
H (-1.600, -4.014, 3.524)
H (-2.117, -2.839, 2.300)
H (-0.639, -2.568, 3.181)
H (-1.812, -5.755, 1.552)
H (-1.006, -5.299, 0.037)
H (-2.352, -4.334, 0.625)
H (1.183, -1.755, 1.360)
H (2.471, -1.350, 2.514)
H (0.920, -1.788, 3.121)
H (3.504, -3.135, 0.838)
H (3.716, -4.585, 1.816)
H (4.111, -3.015, 2.509)
H (2.534, -4.914, 4.478)
H (1.173, -5.720, 5.279)
H (0.997, -4.064, 4.737)
H (2.379, -7.075, 2.927)
H (0.796, -7.394, 2.206)
H (1.005, -7.547, 3.946)
O (-4.074, -2.203, -0.259)
P (-5.255, -1.347, -0.512)
N (-6.462, -1.930, 0.518)
C (-7.881, -1.710, 0.326)
C (-6.107, -1.847, 1.929)
N (-5.662, -1.756, -2.149)
C (-6.632, -2.811, -2.417)
C (-4.460, -1.971, -2.952)
N (-5.707, 0.315, -0.609)
C (-6.403, 0.829, -1.782)
C (-4.606, 1.224, -0.234)
H (-8.195, -0.687, 0.577)
H (-8.431, -2.397, 0.972)
H (-8.198, -1.924, -0.686)
H (-6.208, -0.823, 2.320)
H (-5.079, -2.172, 2.081)
H (-6.750, -2.505, 2.516)
H (-6.474, -3.710, -1.808)
H (-6.571, -3.095, -3.469)
H (-7.653, -2.463, -2.274)
H (-4.024, -2.964, -2.800)
H (-3.692, -1.235, -2.709)
H (-4.708, -1.850, -4.009)
H (-5.807, 0.800, -2.698)
H (-6.660, 1.870, -1.570)
H (-7.338, 0.300, -1.951)
H (-3.812, 1.254, -0.990)
H (-4.157, 0.902, 0.708)
H (-4.982, 2.236, -0.087)